C5H4N4O3 in the gas phase in a non-equilibrium geometry, computed with the ωB97M-V functional and the def2-TZVPD basis.

Geometry as XYZ:
```
16
Properties=species:S:1:pos:R:3:lowdin_charge:R:1
C -0.738 -0.644 -0.382 -0.2398
H -0.576 -0.059 -2.346 0.1373
C -0.437 -0.800 2.005 -0.4118
O -1.269 -3.818 0.832 0.0922
N -1.148 -1.949 -0.296 0.1993
N -0.545 0.168 -1.401 0.1435
N -0.489 -2.163 2.070 0.2209
C -1.009 -2.652 0.891 -0.5079
C -0.513 0.095 0.771 -0.0150
H 0.208 2.201 -1.565 0.1285
O -0.345 -0.195 3.007 0.1314
C -0.154 1.453 -0.910 0.0137
H -1.514 -2.376 -1.118 0.1629
N -0.086 1.344 0.423 -0.2170
H -0.783 -2.540 2.997 0.2052
O 0.252 2.273 1.194 -0.0435
```

Values from the calculation:
DFT total energy: -17349.90063 eV
2S+1: 1
SMILES: O=c1[nH]c(=O)c2c([nH]c[n+]2[O-])[nH]1